1.
C5H9FO | ωB97M-V/def2-TZVPD

XYZ file:
```
16
Properties=species:S:1:pos:R:3:mulliken_charge:R:1
C -2.3506 -0.4431 0.0284 -1.35
C -0.8186 -0.3879 -0.0502 -0.23
C -0.2101 0.9970 -0.0384 0.58
F -1.1371 1.9805 -0.0397 -0.31
C 1.0524 1.4477 -0.0052 -0.26
O 2.2244 0.7736 0.0172 -0.39
C 2.1966 -0.5852 -0.0321 -0.73
H -2.6833 -1.4885 0.0045 0.39
H -2.6180 0.1171 0.9313 0.31
H -2.8217 0.0982 -0.8024 0.32
H -0.4102 -1.0064 -0.8669 0.28
H -0.4365 -0.9472 0.8325 0.21
H 1.3557 2.4966 0.1024 0.36
H 1.7678 -1.0671 0.8842 0.27
H 1.6627 -1.0179 -0.8862 0.27
H 3.2265 -0.9675 -0.0796 0.28
```

Calculated values
Structure (SMILES)   CC/C(F)=C\OC
Orbital gap   9.24 eV
Spin multiplicity   1
Highest occupied orbital energy   -8.4 eV
E_LUMO   0.87 eV

---

2.
C10H12O3Se | ωB97M-V/def2-TZVPD

XYZ file:
```
26
Properties=species:S:1:pos:R:3:mulliken_charge:R:1
C 4.1116 -0.2985 -0.1357 -0.52
C 3.5856 -0.4662 1.1873 -0.49
C 3.2703 -0.3491 -1.2189 -0.53
C 2.3030 -0.9228 1.3365 -0.34
C 1.9197 -0.7079 -1.0604 -0.23
C 1.4781 -1.1100 0.2205 0.29
C -2.7125 0.1558 0.2291 0.67
C -4.4024 -1.2173 -0.6572 -0.75
C -0.5832 2.3924 -0.0913 -0.93
C -1.1258 0.2585 0.6408 -0.23
O -3.5007 1.1220 0.3236 -0.62
O -3.0592 -1.0418 -0.1884 -0.29
O -0.3937 1.0286 -0.2416 -0.24
Se -0.4563 -1.5666 0.3520 0.03
H 5.1793 -0.2383 -0.1907 0.38
H 4.0788 -0.1889 2.1072 0.36
H 3.7068 0.0294 -2.1267 0.36
H 1.7912 -1.1268 2.2380 0.37
H 1.4454 -0.8623 -2.0549 0.25
H -4.4859 -2.3174 -1.0021 0.20
H -4.4877 -0.5720 -1.5319 0.32
H -4.8713 -0.7139 0.0954 0.38
H 0.0486 2.9848 -0.7060 0.30
H -0.2187 2.7403 0.8472 0.35
H -1.5891 2.5146 -0.0634 0.36
H -1.0317 0.4734 1.6916 0.52
```

Calculated values
Orbital gap (alpha / beta)   4.42 / 5.92 eV
Spin multiplicity   3
Highest occupied orbital energy (alpha / beta)   -3.9 / -8.8 eV
E_LUMO (alpha / beta)   0.54 / -2.83 eV

---

3.
C19H15N5O2PbS | ωB97M-V/def2-TZVPD

XYZ file:
```
43
Properties=species:S:1:pos:R:3:mulliken_charge:R:1
Pb -2.0849 -0.6774 2.1728 1.10
S -2.4566 -2.2017 -0.2739 -0.19
C -0.8618 -2.4068 -0.5180 0.27
N -0.5245 -3.6942 -0.9726 -0.78
N 0.4104 -3.9734 -1.7301 0.60
C 1.2218 -3.2197 -2.6044 1.00
C 0.8085 -2.0010 -3.1533 -0.07
C 1.6391 -1.3741 -4.0563 -0.72
C 2.8640 -1.9463 -4.3993 -0.46
C 3.2566 -3.1682 -3.8622 -0.66
C 2.4269 -3.8235 -2.9771 -0.53
N 0.1930 -1.5596 -0.2492 -0.03
N -0.0271 -0.5812 0.5246 -0.18
C 1.0625 0.2337 0.7955 0.45
C 2.3144 0.0658 0.1705 -0.10
C 3.3416 0.9178 0.4947 -0.77
C 3.1451 1.9303 1.4394 -0.39
C 1.9106 2.0996 2.0572 -0.89
C 0.8679 1.2586 1.7326 0.09
H 0.5576 -4.9867 -1.7880 0.33
H -0.1590 -1.5806 -2.9252 0.49
H 1.3289 -0.4458 -4.5151 0.44
H 3.5054 -1.4439 -5.1111 0.44
H 4.1985 -3.6140 -4.1486 0.43
H 2.7105 -4.7856 -2.5650 0.41
H 2.4534 -0.7213 -0.5561 0.45
H 4.3076 0.8039 0.0229 0.42
H 3.9650 2.5890 1.6936 0.42
H 1.7702 2.8806 2.7911 0.43
H -0.0881 1.3824 2.2211 0.28
O -2.2269 2.2004 5.2080 -0.55
C -2.2282 1.5897 4.1773 0.47
O -1.6005 0.4515 3.9510 -0.71
C -2.9811 2.1643 2.9729 0.68
C -3.5684 3.4102 3.0552 -0.69
C -4.1908 3.9270 1.9258 -0.26
C -4.2011 3.1862 0.7523 -0.73
C -3.6018 1.9427 0.7432 -0.06
N -3.0112 1.4448 1.8378 -0.23
H -3.5202 3.9433 3.9935 0.51
H -4.6587 4.9017 1.9601 0.46
H -4.6713 3.5614 -0.1453 0.42
H -3.5971 1.3201 -0.1425 0.42
```

Calculated values
Orbital gap   5.63 eV
Spin multiplicity   1
Highest occupied orbital energy   -15.0 eV
E_LUMO   -9.35 eV
Total charge   +2

---

In the order shown, the computed E values come out to -370.954382; -3015.127034; -1747.681129 Ha.